Computed, not measured: a structure of composition C8H16O2, with wB97M-V/def2-TZVPD.

Geometry (Å):
1 C 0.739 -0.710 1.951
2 C 1.000 0.378 0.920
3 C 1.212 -0.119 -0.542
4 C 1.708 -1.526 -0.819
5 C -0.236 0.308 -0.848
6 C -1.232 -0.679 -1.232
7 O -2.584 -0.418 -1.018
8 C -0.251 1.169 0.423
9 C -1.466 1.270 1.327
10 H -0.070 -1.391 1.649
11 H 1.644 -1.312 2.115
12 H 0.460 -0.266 2.918
13 H 1.810 1.024 1.287
14 H 1.887 0.592 -1.047
15 H 1.097 -2.282 -0.306
16 H 1.677 -1.745 -1.896
17 H 2.747 -1.644 -0.478
18 H -1.118 -0.244 -2.609
19 H -1.052 -1.697 -0.873
20 H 0.069 2.187 0.146
21 H -1.844 0.280 1.620
22 H -1.212 1.813 2.249
23 H -2.283 1.814 0.833
24 H -2.680 0.473 -0.665
25 O -0.390 1.067 -2.543
26 H 0.368 1.656 -2.563

E_LUMO   0.632 eV
Relative energy (zero: lowest compared OMol25 entry of this formula, charge and spin)   117.3 kcal/mol
Charge   0
HOMO   -8.2 eV

=====

Computed, not measured: a cluster of 2 separate species, C9H21B3BrIN2O7P in total, with wB97M-V/def2-TZVPD.

Geometry (Å):
1 C 0.580 -3.702 0.391
2 C 0.142 -2.276 0.496
3 O -0.957 -1.948 0.859
4 N 1.079 -1.210 0.128
5 B 1.487 -1.166 -1.257
6 O 2.026 0.018 -1.754
7 B 2.427 -0.116 -3.067
8 I 1.816 1.308 -4.514
9 O 3.119 -1.261 -3.431
10 B 2.519 -2.401 -2.937
11 P 3.332 -4.147 -3.270
12 O 3.381 -4.540 -1.665
13 Br 1.455 -5.162 -3.900
14 O 1.394 -2.229 -2.140
15 C 2.102 -0.980 1.128
16 C 3.478 -1.532 0.896
17 O 1.804 -0.392 2.137
18 H 0.407 -4.029 -0.640
19 H 1.638 -3.848 0.605
20 H -0.049 -4.304 1.050
21 H 4.145 -5.109 -1.495
22 H 3.797 -1.494 -0.148
23 H 3.511 -2.565 1.251
24 H 4.175 -0.946 1.499
25 C -2.924 3.511 2.070
26 N -2.704 2.948 0.697
27 C -2.926 4.044 -0.293
28 C -3.687 1.856 0.446
29 C -1.287 2.447 0.504
30 C -0.873 1.265 1.340
31 O -0.934 1.603 2.717
32 H -3.854 4.076 2.051
33 H -2.994 2.701 2.784
34 H -2.091 4.161 2.320
35 H -3.943 4.410 -0.186
36 H -2.775 3.651 -1.295
37 H -2.218 4.843 -0.093
38 H -3.562 1.084 1.199
39 H -3.514 1.447 -0.546
40 H -4.688 2.274 0.511
41 H -0.641 3.304 0.696
42 H -1.208 2.172 -0.547
43 H 0.154 1.023 1.058
44 H -1.478 0.383 1.123
45 H -0.661 0.828 3.221

E_LUMO   -2.368 eV
Charge   +1
HOMO   -11.4 eV

=====

Computed, not measured: the molecule C5H8O, with wB97M-V/def2-TZVPD.

Geometry (Å):
1 C 2.202 0.620 0.457
2 C 1.108 -0.079 -0.263
3 C 0.127 0.293 -1.092
4 C -0.734 -0.735 -1.230
5 O -1.750 -0.962 -0.410
6 C -2.131 0.129 0.442
7 H 1.929 0.580 1.522
8 H 3.116 0.027 0.340
9 H 2.359 1.655 0.150
10 H 1.058 -1.126 0.057
11 H -0.568 -1.583 -1.896
12 H -2.331 1.000 -0.194
13 H -3.028 -0.220 0.955
14 H -1.356 0.400 1.163

E_LUMO (spin up / spin down)   0.875 / 0.875 eV
Relative energy (zero: lowest compared OMol25 entry of this formula, charge and spin)   92.1 kcal/mol
Charge   0
Structure (SMILES)   CC=C=COC
HOMO (spin up / spin down)   -8.5 / -8.5 eV

=====

Strongest force on any atom in eV Å⁻¹, matching the order above: 4.325; 1.393; 0.793